1.
This record from the OMol25 dataset describes a 2-piece molecular cluster, CH3Cl3SSi overall in a non-equilibrium geometry. The level of theory is ωB97M-V with the def2-TZVPD basis set.

Calculated values
E_HOMO (alpha / beta) ... -7.991 / -8.042 eV
HOMO-LUMO gap (alpha / beta) ... 7.7 / 6.7 eV

CARTESIAN COORDINATES (ANGSTROEM)
1 C 2.5429 0.1274 -0.3202
2 Si -2.0387 -0.0477 0.0085
3 S 1.0081 0.6346 0.2294
4 Cl -2.7454 -0.3979 -1.8660
5 Cl -2.8484 1.6764 0.7040
6 Cl -2.6296 -1.5827 1.2125
7 H 2.8325 0.5243 -1.2754
8 H 2.8958 -0.8493 -0.0466
9 H 0.9828 -0.0851 1.3541

Forces on the atoms, in the same order (eV/Å):
-0.8 -0.1 0.0
1.0 -0.1 -0.1
0.2 0.1 0.0
-0.2 -0.1 -0.4
-0.3 0.5 0.2
-0.2 -0.3 0.3
0.1 0.2 -0.1
0.2 -0.1 0.1
-0.1 0.0 0.1

***

2.
This record from the OMol25 dataset describes an isolated ion of composition C5H6NO and charge +1 in a non-equilibrium geometry. The level of theory is ωB97M-V with the def2-TZVPD basis set.

Calculated values
E_HOMO (alpha / beta) ... -15.511 / -14.852 eV
Charge ... +1
HOMO-LUMO gap (alpha / beta) ... 7.9 / 7.6 eV

CARTESIAN COORDINATES (ANGSTROEM)
1 C 1.1633 -0.6929 -1.0099
2 C 1.0164 0.5479 -1.7386
3 C -0.0063 -0.9833 1.2678
4 C -1.0624 0.9609 -0.3758
5 C -0.1344 0.4428 0.7462
6 N 0.9085 -0.4463 0.2870
7 O -0.1904 1.5101 -1.3609
8 H 1.6640 -1.4514 -1.6216
9 H 0.3740 -1.0224 2.2966
10 H -0.7039 -1.8333 0.8583
11 H -1.6706 0.0610 -0.7485
12 H -1.7392 1.7984 -0.0967
13 H 0.3810 1.1085 1.4962

Forces on the atoms, in the same order (eV/Å):
-0.8 2.9 0.3
-4.2 3.4 1.3
-1.4 -1.5 -0.1
-0.4 -1.6 0.9
0.6 0.8 0.9
0.2 -1.4 -2.3
4.8 -3.9 -1.9
-0.3 -0.7 1.2
-0.2 -0.4 -0.5
1.5 1.7 1.1
0.8 1.4 0.2
0.5 -0.7 0.1
-1.2 -0.1 -1.0

***

3.
This record from the OMol25 dataset describes C40H38BrFeNO2Sb2 as an isolated structure in a non-equilibrium geometry. The level of theory is ωB97M-V with the def2-TZVPD basis set.

Calculated values
E_HOMO (alpha / beta) ... -12.918 / -12.969 eV
Expectation value of S² ... 6.017
Charge ... +2
Spin multiplicity ... 5
HOMO-LUMO gap (alpha / beta) ... 7.1 / 6.2 eV

CARTESIAN COORDINATES (ANGSTROEM)
1 Fe 0.3018 -0.2330 -0.1670
2 O 6.6214 -0.5110 0.1861
3 C 5.3470 -0.3910 -0.1378
4 C 4.8705 0.2947 -1.2655
5 C 3.5115 0.3374 -1.5063
6 N 2.6050 -0.2261 -0.7058
7 C 3.0769 -0.8533 0.3719
8 Br 1.7054 -1.5612 1.5031
9 C 4.3976 -0.9904 0.7105
10 H 7.2233 -0.0868 -0.4433
11 H 5.5532 0.7835 -1.9463
12 H 3.1191 0.8412 -2.3782
13 H 4.7165 -1.5393 1.5835
14 C -2.0203 -1.0273 -1.9191
15 C -3.2914 -0.3009 -2.3281
16 C -3.2709 1.1756 -1.9781
17 Sb -2.4976 1.6162 0.0168
18 C -4.1418 0.9396 1.2425
19 C -3.9107 0.7156 2.5936
20 C -4.9597 0.3653 3.4279
21 C -6.2393 0.2316 2.9115
22 C -6.4645 0.4324 1.5600
23 C -5.4156 0.7785 0.7235
24 C -2.9629 3.7363 -0.0277
25 C -1.9677 4.6830 0.1060
26 C -2.3020 6.0280 0.0944
27 C -3.6247 6.4106 -0.0467
28 C -4.6128 5.4510 -0.1823
29 C -4.2868 4.1052 -0.1689
30 Sb -2.0299 -1.5840 0.1893
31 C -3.8279 -2.7829 0.0302
32 C -4.8867 -2.6396 0.9072
33 C -6.0082 -3.4417 0.7583
34 C -6.0579 -4.3897 -0.2480
35 C -4.9811 -4.5464 -1.1042
36 C -3.8645 -3.7401 -0.9718
37 C -0.7287 -3.2412 -0.2185
38 C 0.2752 -3.1441 -1.1737
39 C 1.0489 -4.2520 -1.4726
40 C 0.8201 -5.4531 -0.8196
41 C -0.1761 -5.5466 0.1399
42 C -0.9410 -4.4368 0.4501
43 H -1.1360 -0.3930 -2.1241
44 H -1.9134 -1.9501 -2.4917
45 H -4.1507 -0.7981 -1.8609
46 H -3.4252 -0.3907 -3.4121
47 H -4.2660 1.6148 -2.0646
48 H -2.6154 1.7159 -2.6646
49 H -2.9135 0.8363 3.0062
50 H -4.7809 0.2065 4.4808
51 H -7.0586 -0.0340 3.5609
52 H -7.4568 0.3252 1.1496
53 H -5.6003 0.9218 -0.3315
54 H -0.9353 4.3806 0.2167
55 H -1.5316 6.7762 0.1985
56 H -3.8892 7.4573 -0.0464
57 H -5.6441 5.7449 -0.2960
58 H -5.0628 3.3583 -0.2598
59 H -4.8443 -1.9104 1.7028
60 H -6.8342 -3.3334 1.4425
61 H -6.9262 -5.0211 -0.3523
62 H -5.0034 -5.3075 -1.8684
63 H -3.0248 -3.8724 -1.6434
64 H 0.4617 -2.2026 -1.7013
65 H 1.8169 -4.1819 -2.2283
66 H 1.4195 -6.3152 -1.0648
67 H -0.3556 -6.4815 0.6491
68 H -1.7061 -4.4888 1.2154
69 C 1.7908 3.7421 0.9118
70 C 1.1788 2.4519 1.3473
71 O 0.5551 1.7395 0.5357
72 C 1.2963 2.0557 2.7446
73 C 2.2547 2.5995 3.6067
74 C 2.3417 2.1601 4.9113
75 C 1.4543 1.2087 5.3899
76 C 0.4822 0.6782 4.5515
77 C 0.4128 1.0900 3.2395
78 H 1.5587 3.9395 -0.1303
79 H 2.8731 3.7140 1.0250
80 H 1.4163 4.5586 1.5277
81 H 2.9449 3.3427 3.2476
82 H 3.1031 2.5635 5.5590
83 H 1.5147 0.8842 6.4150
84 H -0.2143 -0.0550 4.9232
85 H -0.3412 0.6945 2.5657

Forces on the atoms, in the same order (eV/Å):
0.0 1.5 0.4
0.2 0.0 0.1
-0.7 0.1 -0.3
0.0 -0.1 0.1
0.2 0.1 -0.2
-1.0 -0.3 0.7
0.4 0.0 0.0
0.5 -0.1 0.1
0.1 0.0 0.0
-0.1 0.0 0.0
0.0 0.0 -0.1
0.0 0.1 0.0
0.0 0.0 0.1
0.1 -0.2 0.0
-0.1 0.2 0.0
-0.1 0.1 0.4
-0.6 1.1 -0.5
0.7 0.1 -0.5
0.1 0.0 0.1
0.0 0.0 0.1
0.0 0.0 0.0
-0.1 0.0 -0.1
-0.1 0.0 -0.1
0.2 -1.3 0.1
0.1 0.2 0.0
0.1 0.1 0.0
0.0 0.1 0.0
-0.2 -0.1 0.0
-0.1 0.2 0.0
-0.6 -1.8 -0.4
0.4 0.4 0.3
0.1 0.2 0.2
0.0 0.0 0.0
0.0 0.0 0.1
0.0 0.0 -0.1
0.3 0.0 -0.2
-0.3 0.3 0.0
-0.1 0.0 0.2
0.3 0.0 -0.1
0.0 0.0 -0.1
0.1 -0.1 0.1
0.1 0.1 0.1
0.0 0.0 -0.3
0.2 0.0 0.2
0.1 0.1 -0.1
0.0 -0.1 0.1
0.1 0.1 0.0
0.0 0.1 0.1
0.0 0.0 0.0
0.0 0.0 0.1
-0.1 0.0 0.1
-0.1 0.0 0.0
-0.1 0.0 -0.1
0.1 0.0 0.0
0.1 0.1 0.0
0.0 0.1 0.0
-0.1 0.1 0.0
-0.1 0.0 0.0
0.0 0.1 0.1
-0.1 0.0 0.1
-0.1 -0.1 0.0
0.0 0.0 -0.1
0.0 -0.1 0.0
0.0 -0.1 -0.2
0.1 0.0 -0.1
0.0 -0.1 0.0
0.0 -0.1 0.0
-0.1 -0.2 0.0
-0.3 0.0 -0.4
0.1 -0.1 0.0
0.8 -0.3 -0.3
-0.1 -0.3 0.4
-0.1 0.0 -0.3
0.1 0.0 0.1
-0.1 0.0 -0.1
0.0 0.0 0.1
-0.1 0.1 -0.3
0.0 0.0 -0.1
0.1 -0.1 0.1
0.0 0.0 0.1
0.1 0.2 0.0
0.1 0.1 0.1
0.0 -0.1 0.2
-0.1 -0.1 0.1
0.0 0.0 0.1

***

4.
This record from the OMol25 dataset describes a 2-piece molecular cluster, C4H5N4O overall in a non-equilibrium geometry. The level of theory is ωB97M-V with the def2-TZVPD basis set.

Calculated values
E_HOMO (alpha / beta) ... -14.417 / -14.549 eV
Charge ... +1
HOMO-LUMO gap (alpha / beta) ... 7.0 / 8.0 eV

CARTESIAN COORDINATES (ANGSTROEM)
1 C 3.8009 -0.1431 0.2021
2 C -1.0666 1.3364 0.1241
3 C 0.8564 0.4173 -0.5373
4 C -1.2287 -0.0562 0.1370
5 N 4.9229 -0.0388 0.2874
6 N -0.0038 -0.5576 -0.2363
7 N 0.2207 1.5662 -0.2219
8 N -2.2719 -0.8410 0.3924
9 O 0.1903 -1.8987 -0.3488
10 H -1.7799 2.1056 0.3433
11 H 0.6378 2.4823 -0.3185
12 H -3.1996 -0.4643 0.5135
13 H -2.1552 -1.8443 0.3749
14 H 1.0768 -2.0636 -0.7121

Forces on the atoms, in the same order (eV/Å):
-3.9 -0.3 -0.4
0.2 1.0 0.2
2.2 -1.1 -0.3
-0.4 -1.9 0.0
3.6 0.3 0.3
-0.3 1.1 0.1
-1.4 0.1 0.2
0.6 0.7 -0.2
-0.5 -0.3 0.1
-0.2 0.1 0.1
0.1 -0.1 0.0
0.0 0.0 0.1
0.0 -0.1 0.0
0.1 0.4 0.0

***

5.
This record from the OMol25 dataset describes one molecule with the formula C6H7N3O in a non-equilibrium geometry. The level of theory is ωB97M-V with the def2-TZVPD basis set.

Calculated values
E_HOMO ... -8.686 eV
HOMO-LUMO gap ... 9.3 eV
SMILES ... NC(=O)Nc1ccccn1

CARTESIAN COORDINATES (ANGSTROEM)
1 N -2.1973 1.2348 0.3787
2 C -2.2333 -0.1292 -0.0551
3 O -3.2704 -0.6344 -0.2848
4 N -1.0078 -0.8101 -0.0316
5 C 0.2475 -0.3525 0.0263
6 C 1.3052 -1.3876 0.1091
7 C 2.6269 -0.9796 0.0921
8 C 2.9061 0.4766 -0.1158
9 C 1.8015 1.4342 -0.1344
10 N 0.5569 0.9583 -0.0439
11 H -1.1199 1.8263 0.4119
12 H -3.0539 1.7563 -0.0162
13 H -1.2771 -1.7085 0.3896
14 H 1.0157 -2.3149 0.2103
15 H 3.3852 -1.4951 0.0998
16 H 3.9281 0.6151 -0.0178
17 H 1.8998 2.3438 -0.4537

Forces on the atoms, in the same order (eV/Å):
2.0 1.7 -1.3
1.8 5.1 1.4
-1.9 -2.1 -0.8
-3.0 -1.2 0.8
4.7 0.0 0.4
0.8 6.5 -0.4
-8.7 9.0 -1.0
-4.0 -1.7 1.2
2.1 -9.0 0.9
-1.5 -0.7 -0.2
-4.1 -2.7 -0.6
2.1 -1.1 1.0
1.1 0.1 -0.7
-1.3 -4.9 0.4
7.5 -5.9 0.4
1.7 1.4 -0.4
0.7 5.5 -1.1

***

6.
This record from the OMol25 dataset describes one molecule with the formula C26H26N4O4S in a non-equilibrium geometry. The level of theory is ωB97M-V with the def2-TZVPD basis set.

Calculated values
E_HOMO ... -7.703 eV
HOMO-LUMO gap ... 8.1 eV
SMILES ... Cc1ccc(S(=O)(=O)N(C)c2ccc(C(=O)Nc3c(C)n(C)n(-c4ccccc4)c3=O)cc2)cc1

CARTESIAN COORDINATES (ANGSTROEM)
1 C 3.7075 -4.2014 -2.4709
2 C 2.8194 -2.9991 -2.5359
3 C 3.2062 -1.8082 -1.9275
4 C 2.3834 -0.6978 -1.9659
5 C 1.1616 -0.7794 -2.6062
6 S 0.1388 0.6853 -2.6863
7 O 0.2786 1.4265 -1.4597
8 O 0.4457 1.3728 -3.9055
9 N -1.4322 0.0927 -2.8263
10 C -2.1538 0.3994 -4.0391
11 C -2.1140 -0.1786 -1.6394
12 C -1.4064 -0.7437 -0.5777
13 C -2.0093 -0.9211 0.6489
14 C -3.3357 -0.5458 0.8438
15 C -3.9507 -0.5811 2.2075
16 O -5.0000 -1.1341 2.4655
17 N -3.2556 0.1211 3.1432
18 C -2.0453 0.7948 2.9099
19 C -1.8308 1.8247 2.0260
20 C -2.8063 2.6122 1.2326
21 N -0.5056 2.0720 1.9476
22 C 0.1307 3.1654 1.2703
23 N 0.1526 1.2460 2.8364
24 C 1.5227 0.9616 2.7417
25 C 2.1605 0.8786 1.5060
26 C 3.5095 0.5774 1.4602
27 C 4.2176 0.3333 2.6254
28 C 3.5706 0.3865 3.8488
29 C 2.2277 0.7075 3.9142
30 C -0.7728 0.3909 3.4553
31 O -0.4779 -0.4727 4.2623
32 C -4.0711 -0.0948 -0.2423
33 C -3.4708 0.0915 -1.4746
34 C 0.7607 -1.9458 -3.2265
35 C 1.5909 -3.0527 -3.1863
36 H 3.4303 -4.9342 -3.2238
37 H 3.6220 -4.6699 -1.4905
38 H 4.7482 -3.9202 -2.6149
39 H 4.1590 -1.7541 -1.4222
40 H 2.6674 0.2344 -1.5056
41 H -2.7312 1.3249 -3.9575
42 H -2.8211 -0.4274 -4.2867
43 H -1.4141 0.5280 -4.8255
44 H -0.3738 -1.0222 -0.7133
45 H -1.4463 -1.3572 1.4601
46 H -3.5417 -0.0074 4.1055
47 H -3.8113 2.2481 1.4222
48 H -2.7583 3.6667 1.5048
49 H -2.5856 2.5215 0.1701
50 H -0.4512 4.0781 1.4087
51 H 0.2178 2.9510 0.2012
52 H 1.1241 3.3162 1.6887
53 H 1.5999 1.0354 0.5963
54 H 4.0124 0.5232 0.5057
55 H 5.2695 0.0942 2.5787
56 H 4.1156 0.1843 4.7584
57 H 1.7109 0.7433 4.8588
58 H -5.1162 0.1421 -0.1098
59 H -4.0585 0.4716 -2.2945
60 H -0.1951 -1.9853 -3.7246
61 H 1.2809 -3.9693 -3.6657

Forces on the atoms, in the same order (eV/Å):
0.0 0.0 0.1
0.0 0.1 0.0
-0.1 0.0 -0.1
0.0 0.1 0.1
-0.4 0.4 0.0
0.0 0.1 -0.2
0.0 -0.4 -0.1
-0.1 -0.2 -0.2
1.1 0.4 -0.1
0.0 0.2 -0.4
-0.3 -0.3 0.8
-0.2 -0.1 0.2
-0.1 -0.1 -0.2
-0.1 -0.2 -0.3
-0.2 -0.1 -0.1
-0.1 -0.1 -0.1
0.4 0.2 0.5
0.2 0.4 -0.1
0.2 -0.2 0.5
0.1 0.0 0.1
-0.4 -0.4 -0.3
0.2 0.4 -0.3
-0.2 0.1 0.4
0.4 -0.1 -0.1
-0.1 0.0 0.1
0.1 0.0 0.0
0.1 0.0 0.0
0.0 0.0 0.0
-0.1 0.0 0.0
-0.3 0.3 -0.1
0.0 -0.4 0.1
0.1 -0.2 0.3
0.2 0.0 -0.3
-0.1 -0.1 0.0
0.0 0.1 0.0
0.0 -0.1 0.0
0.0 -0.1 0.0
0.1 0.0 0.0
0.1 0.0 0.1
0.1 0.1 0.1
0.0 0.0 0.0
0.0 0.0 0.0
-0.2 0.0 -0.1
0.0 -0.1 0.1
0.1 0.0 0.1
-0.1 0.0 -0.2
0.0 0.0 0.0
0.0 0.1 0.0
-0.1 0.0 -0.1
0.1 0.0 0.0
0.1 0.1 0.1
-0.1 0.0 0.0
-0.1 0.0 -0.1
0.0 0.0 -0.1
0.1 0.0 0.0
0.0 0.0 0.1
-0.1 0.0 0.1
-0.1 0.0 0.0
0.0 0.1 -0.1
-0.1 -0.1 -0.1
0.0 -0.1 0.0

***

Energy relative to the best compared isomer or geometry (same formula, charge and spin) (kJ/mol)
288.9; 737.0; 4.5; 496.8; 187.4; 229.9
E_tot (eV)
-57367.0063; -8805.3124; -165170.5421; -12222.4492; -12851.1346; -52369.3898